Density functional theory data (the ωB97M-V functional and the def2-TZVPD basis) for a molecular structure, C21H35GaN5 at a distorted geometry.

HOMO energy (Eh): -0.1663
Kohn-Sham gap (eV): 6.672
Molar mass (u): 427.27
Calculated total energy (Ha): -3019.66996
LUMO level (eV): 2.146

The geometry in ORCA input format:
```
! RIJCOSX wB97M-V def2-TZVPD def2/J DEFGRID3
* xyz -1 1
Ga -1.324 0.655 -1.585
C -3.380 0.767 -1.569
C -4.085 2.034 -1.793
C -5.556 2.017 -1.720
C -6.183 0.750 -1.434
N -5.577 -0.448 -1.235
C -4.222 -0.397 -1.307
H -0.652 2.088 -1.841
H -0.763 -0.482 -2.593
H -0.889 0.186 -0.091
H -3.515 2.969 -1.999
H -6.124 2.952 -1.858
H -7.298 0.759 -1.349
H -3.683 -1.360 -1.126
C 2.871 -0.121 -3.843
C 3.608 1.087 -4.415
C 4.006 2.104 -3.341
C 2.794 2.617 -2.657
N 1.853 3.013 -2.137
H 1.928 0.167 -3.373
H 2.633 -0.831 -4.637
H 3.483 -0.637 -3.098
H 2.973 1.569 -5.162
H 4.510 0.744 -4.932
H 4.540 2.942 -3.793
H 4.664 1.642 -2.602
C -3.872 3.312 2.203
C -4.039 4.818 2.385
C -5.428 5.316 1.973
C -5.664 5.021 0.539
N -5.847 4.781 -0.565
H -3.971 3.018 1.155
H -2.881 2.997 2.534
H -4.616 2.761 2.785
H -3.273 5.334 1.800
H -3.868 5.072 3.435
H -5.506 6.393 2.132
H -6.203 4.829 2.569
C 0.971 -4.344 1.581
C 0.754 -2.842 1.729
C -0.645 -2.396 1.300
C -0.869 -2.723 -0.129
N -1.037 -2.994 -1.235
H 0.887 -4.661 0.539
H 1.971 -4.620 1.926
H 0.242 -4.906 2.171
H 1.507 -2.314 1.137
H 0.912 -2.562 2.773
H -0.756 -1.319 1.435
H -1.409 -2.894 1.903
C 6.298 -4.593 2.617
C 5.647 -3.743 1.531
C 5.186 -2.375 2.041
C 4.178 -2.544 3.116
N 3.394 -2.675 3.942
H 5.596 -4.820 3.423
H 6.636 -5.544 2.204
H 7.163 -4.083 3.049
H 4.796 -4.288 1.115
H 6.363 -3.596 0.718
H 4.741 -1.800 1.226
H 6.032 -1.806 2.433
*
```

Atomic partial charges in e from the natural (NBO) method, atoms 1 to 4:
1 Ga 0.567
2 C -0.413
3 C -0.212
4 C -0.290



Density functional theory data (the ωB97M-V functional and the def2-TZVPD basis) for 3 unconnected molecules or ions with the total composition C21H35NO8.

HOMO energy (Eh): -0.3361
Kohn-Sham gap (eV): 8.859
SMILES: Cc1cccc2c1C(=O)NC2=O.COCCOCCOC.COCCOCCOC
Molar mass (u): 429.51
Calculated total energy (Ha): -1477.71897
LUMO level (eV): -0.288

The geometry in ORCA input format:
```
! RIJCOSX wB97M-V def2-TZVPD def2/J DEFGRID3
* xyz 0 1
C 2.174 -3.556 -1.586
C 2.103 -2.251 -2.329
C 3.221 -1.442 -2.543
C 3.144 -0.239 -3.243
C 1.933 0.195 -3.778
C 0.829 -0.608 -3.561
C 0.890 -1.798 -2.851
C -0.478 -2.378 -2.785
O -0.802 -3.477 -2.473
N -1.400 -1.348 -3.229
C -0.593 -0.425 -3.987
O -1.011 0.286 -4.844
H 2.174 -4.379 -2.295
H 1.316 -3.659 -0.934
H 3.092 -3.625 -1.008
H 4.181 -1.744 -2.152
H 4.032 0.359 -3.376
H 1.833 1.120 -4.326
H -1.732 -0.850 -2.404
C 2.155 -0.541 0.837
O 3.290 -1.028 1.528
C 4.344 -0.100 1.701
C 4.723 0.158 3.151
O 3.722 0.684 4.001
C 2.588 -0.091 4.346
C 2.814 -1.336 5.187
O 3.643 -2.307 4.576
C 4.784 -2.695 5.314
H 2.216 -0.819 -0.217
H 1.267 -1.009 1.268
H 2.048 0.543 0.926
H 4.120 0.848 1.201
H 5.234 -0.522 1.217
H 5.498 0.929 3.124
H 5.195 -0.721 3.593
H 1.990 -0.325 3.463
H 1.972 0.577 4.954
H 1.830 -1.794 5.342
H 3.200 -1.053 6.171
H 5.107 -1.917 6.010
H 5.597 -2.884 4.611
H 4.588 -3.617 5.868
C -3.071 4.258 -2.305
O -4.123 3.323 -2.433
C -3.742 2.026 -2.851
C -4.121 0.918 -1.881
O -3.578 0.978 -0.572
C -3.952 2.013 0.319
C -5.395 2.046 0.791
O -6.341 2.210 -0.247
C -7.335 1.210 -0.339
H -2.983 4.862 -3.213
H -3.305 4.923 -1.472
H -2.113 3.773 -2.099
H -2.670 1.981 -3.071
H -4.271 1.814 -3.787
H -3.718 -0.005 -2.306
H -5.202 0.773 -1.851
H -3.648 2.989 -0.065
H -3.345 1.843 1.212
H -5.488 2.909 1.461
H -5.611 1.151 1.383
H -7.003 0.259 0.085
H -7.564 1.052 -1.394
H -8.251 1.531 0.166
*
```

Atomic partial charges in e from the natural (NBO) method, atoms 1 to 4:
1 C -0.642
2 C 0.058
3 C -0.210
4 C -0.174



Density functional theory data (the ωB97M-V functional and the def2-TZVPD basis) for a molecular structure, C21H35O6SSbV at a distorted geometry.

HOMO energy (alpha / beta) (Eh): -0.5422 / -0.5428
Kohn-Sham gap (alpha / beta) (eV): 6.681 / 7.640
Molar mass (u): 588.28
Calculated total energy (Ha): -2854.41534
LUMO level (alpha / beta) (eV): -8.073 / -7.130
⟨S²⟩: 0.84

The geometry in ORCA input format:
```
! RIJCOSX wB97M-V def2-TZVPD def2/J DEFGRID3
* xyz 2 2
V 1.230 0.394 -0.735
O 4.858 4.556 0.366
C 4.069 3.693 0.182
C 2.794 3.776 -0.706
O 2.471 4.635 -1.461
C 2.064 2.503 -0.401
C 2.755 1.686 0.454
O 2.184 0.522 0.812
C 4.086 2.275 0.824
O 4.962 1.751 1.435
O 0.824 2.135 -0.817
C -3.955 1.050 -0.754
C -2.521 1.511 -0.998
C -2.391 3.008 -0.751
C -2.059 1.136 -2.402
Sb -1.234 0.434 0.437
C -1.819 -1.675 0.622
C -1.985 -2.221 -0.796
C -0.697 -2.400 1.369
C -3.125 -1.805 1.405
C -1.089 1.419 2.402
C -0.412 0.461 3.371
C -0.278 2.697 2.239
C -2.523 1.729 2.826
H -4.610 1.590 -1.445
H -4.300 1.273 0.257
H -4.092 -0.012 -0.950
H -2.986 3.524 -1.511
H -1.368 3.370 -0.843
H -2.793 3.298 0.219
H -2.631 1.728 -3.123
H -2.239 0.085 -2.629
H -1.008 1.374 -2.579
H -1.145 -1.987 -1.456
H -2.892 -1.846 -1.270
H -2.075 -3.310 -0.747
H 0.307 -2.081 1.077
H -0.773 -3.474 1.177
H -0.778 -2.259 2.445
H -3.958 -1.292 0.930
H -3.027 -1.442 2.427
H -3.389 -2.865 1.468
H 0.563 0.121 3.018
H -1.037 -0.402 3.596
H -0.249 0.993 4.313
H 0.746 2.495 1.924
H -0.220 3.186 3.216
H -0.732 3.403 1.547
H -3.142 0.837 2.910
H -3.012 2.435 2.153
H -2.492 2.195 3.815
O 1.431 -1.199 -1.437
S 1.846 -2.733 -1.266
C 3.595 -2.662 -0.811
C 4.228 -3.760 -1.659
C 3.660 -3.609 -3.073
C 2.154 -3.326 -2.953
H 3.681 -2.794 0.266
H 3.936 -1.666 -1.098
H 4.003 -4.744 -1.245
H 5.311 -3.645 -1.642
H 3.813 -4.517 -3.652
H 4.152 -2.794 -3.602
H 1.531 -4.212 -3.072
H 1.781 -2.548 -3.620
*
```

Atomic partial charges in e from the natural (NBO) method, atoms 1 to 4:
1 V 1.245
2 O -0.334
3 C 0.386
4 C 0.434



Density functional theory data (the ωB97M-V functional and the def2-TZVPD basis) for a molecular structure, C21H36Cl2CrN3O4 at a distorted geometry.

HOMO energy (alpha / beta) (Eh): -0.0189 / -0.1229
Kohn-Sham gap (alpha / beta) (eV): 3.041 / 5.817
Molar mass (u): 517.44
Calculated total energy (Ha): -3251.90156
LUMO level (alpha / beta) (eV): 2.528 / 2.473
⟨S²⟩: 6.04

The geometry in ORCA input format:
```
! RIJCOSX wB97M-V def2-TZVPD def2/J DEFGRID3
* xyz -1 5
O 0.285 0.228 -1.774
C 0.553 1.253 -2.627
C 1.698 0.892 -3.593
C 2.401 -0.310 -3.467
H 2.044 -1.053 -2.754
C 3.574 -0.514 -4.200
H 4.162 -1.412 -4.001
C 3.969 0.425 -5.158
H 4.868 0.256 -5.752
C 3.193 1.574 -5.371
H 3.477 2.292 -6.142
C 2.066 1.807 -4.583
H 1.474 2.721 -4.689
H -0.342 1.462 -3.245
C -0.366 3.349 -1.386
C 0.828 2.569 -1.815
H -0.157 4.430 -1.358
H -0.626 3.047 -0.354
H -1.219 3.160 -2.051
C 2.083 2.867 -1.454
C 2.512 4.097 -0.725
H 2.877 2.154 -1.691
H 3.129 4.759 -1.351
H 3.144 3.793 0.116
H 1.663 4.678 -0.343
Cr 0.143 0.151 0.276
Cl 0.892 2.045 1.310
C 0.345 -0.288 3.157
O -0.407 -0.490 2.157
N 0.073 -0.732 4.383
C -1.249 -1.228 4.725
C 1.065 -0.663 5.450
H 1.282 0.282 3.064
H -1.834 -1.371 3.812
H -1.750 -0.507 5.386
H -1.138 -2.168 5.277
H 2.067 -0.606 5.004
H 0.987 -1.556 6.081
H 0.909 0.226 6.081
H -0.062 -4.317 -3.682
H 0.371 -5.104 -1.418
C 0.302 -3.323 -3.387
C 0.626 -4.104 -1.051
N 0.069 -3.110 -1.963
H -0.213 -2.554 -3.970
C -0.605 -2.054 -1.506
O -0.620 -1.697 -0.291
H 0.220 -3.942 -0.052
H -1.167 -1.508 -2.279
H 1.377 -3.278 -3.617
H 1.720 -4.029 -1.022
H -5.052 1.502 1.031
H -5.689 0.318 -1.279
C -4.324 2.048 0.413
C -4.842 0.870 -1.711
N -3.862 1.205 -0.684
H -3.476 2.365 1.025
C -2.644 0.646 -0.678
O -1.795 0.867 0.224
H -4.357 0.253 -2.475
H -2.432 -0.015 -1.539
H -4.839 2.918 -0.010
H -5.230 1.787 -2.176
Cl 2.189 -2.043 1.242
C 2.084 -0.612 0.282
H 2.393 -0.863 -0.742
H 2.724 0.152 0.759
*
```

Atomic partial charges in e from the natural (NBO) method, atoms 1 to 4:
1 O -0.879
2 C 0.090
3 C -0.018
4 C -0.219